{"formula": "CH10N2O2", "method": "ωB97M-V/def2-TZVPD", "homo_ev": -9.483, "smiles": "NCN.O.O", "gap_ev": 10.26, "e_lumo_ev": 0.8, "elements": ["N", "C", "N", "H", "H", "H", "H", "H", "H", "H", "H", "O", "H", "H", "O"], "coordinates": [[0.0696, -0.7599, 2.5297], [0.4844, -0.4325, 1.0789], [0.9025, -1.5658, 0.3137], [-0.4908, -1.6327, 2.5549], [-0.4706, 0.0265, 2.7817], [-0.4416, -0.1066, 0.5097], [1.2564, 0.3497, 1.0510], [1.6641, -2.0736, 0.8689], [1.3254, -1.1290, -0.5765], [-0.1206, 6.9629, -2.9382], [-0.6407, 5.6094, -3.5977], [-0.8935, 6.3666, -2.9595], [-1.2997, -3.3239, -0.3573], [-0.2484, -4.2562, -0.3476], [-1.0965, -4.0349, -0.9116]], "forces_ev_per_angstrom": [[1.6442, -1.1200, -2.5010], [-2.3240, 0.4038, 0.7411], [2.3310, -0.9989, -0.4318], [0.2891, 1.0512, -0.2117], [-0.9099, 0.6273, 0.7406], [0.9905, 0.3520, 0.6835], [-0.4172, 0.0950, 0.6139], [-1.0280, 1.0009, -1.3512], [-0.6270, -1.4719, 1.7821], [-0.4948, -0.5395, -0.1257], [-0.5040, 1.9999, 1.5957], [0.9992, -1.4611, -1.4703], [-1.2761, 2.3424, 0.9472], [-2.0766, 0.0039, -2.1331], [3.4036, -2.2851, 1.1207]]}

{"formula": "C14H23Cl2O2P2W", "method": "ωB97M-V/def2-TZVPD", "multiplicity": 3, "homo_ev": [-17.641, -17.640], "gap_ev": [5.28, 4.46], "e_lumo_ev": [-12.4, -13.2], "total_charge": 3, "elements": ["C", "C", "H", "H", "H", "O", "Cl", "W", "P", "C", "C", "H", "H", "H", "C", "H", "H", "H", "H", "H", "H", "C", "O", "Cl", "C", "P", "C", "C", "C", "C", "C", "C", "C", "H", "H", "H", "H", "H", "H", "H", "H", "H", "H", "H"], "coordinates": [[2.6063, 3.3982, -0.9630], [3.1032, 2.5362, 0.0806], [2.9173, 4.4545, -0.8208], [1.5032, 3.3213, -0.9964], [2.9943, 3.0250, -1.9316], [3.5981, 2.4322, 1.1358], [-1.6085, 2.1239, -1.5715], [-0.4984, 0.3407, -0.7039], [1.5186, -1.0039, -1.0358], [2.2026, -1.7341, 0.4846], [1.3468, -2.4060, -2.1964], [2.6066, 0.2669, -2.7578], [3.7868, -0.6790, -1.7979], [3.0895, 0.8406, -1.1359], [2.8833, -0.0527, -1.7441], [1.0668, -2.0287, -3.1871], [2.2956, -2.9552, -2.2768], [3.1822, -2.1847, 0.2680], [1.5302, -2.5139, 0.8723], [0.5605, -3.1002, -1.8695], [2.3272, -0.9652, 1.2570], [0.4445, 1.3732, 0.7506], [0.9768, 1.9164, 1.6600], [-1.4683, -0.8784, -2.4771], [-1.7116, 0.3126, 2.8757], [-1.9768, 0.0659, 1.1096], [-1.4339, -1.6168, 0.7064], [-3.7981, 0.1088, 0.9658], [-4.4443, 1.2958, 0.5857], [-5.8382, 1.3372, 0.5274], [-6.5879, 0.1956, 0.8452], [-5.9428, -0.9900, 1.2128], [-4.5482, -1.0334, 1.2909], [-0.6768, 0.6047, 3.0893], [-1.9560, -0.6224, 3.3973], [-2.3896, 1.1169, 3.1941], [-0.9711, -2.0656, 1.5973], [-2.2782, -2.2199, 0.3559], [-0.6686, -1.6041, -0.1430], [-3.8504, 2.1779, 0.3408], [-6.3541, 2.2551, 0.2370], [-7.6776, 0.2268, 0.8020], [-6.5253, -1.8837, 1.4401], [-4.0343, -1.9450, 1.6086]], "forces_ev_per_angstrom": [[-0.6375, -0.7275, -1.7641], [3.4697, 2.6776, 6.6604], [0.1511, -0.5444, 0.4873], [0.3366, 0.0770, 0.0269], [-0.1581, 0.2882, 0.2776], [-2.4280, -0.8431, -5.7498], [1.0853, 0.0997, 0.2548], [-3.4238, 0.3404, -2.5675], [1.7534, -1.6816, -0.4611], [-0.1948, 0.1141, 0.2902], [-0.2195, 0.0202, -0.1142], [0.1583, 0.0048, 0.1719], [-0.2410, 0.2231, 0.0484], [0.1132, -0.4347, -0.1906], [0.0253, 0.2545, -0.2895], [0.0679, -0.0640, 0.2046], [-0.1454, 0.2312, 0.1770], [-0.2915, 0.0901, -0.0087], [0.2430, 0.1970, -0.1349], [0.2025, 0.2040, -0.0132], [0.0505, -0.1850, -0.0639], [2.7187, 2.4886, 4.6058], [-2.3995, -2.2007, -3.8907], [0.4373, 0.3652, 0.7376], [0.8118, 0.6351, 0.1383], [-2.8743, -0.9846, 1.6730], [0.4185, -0.0809, 0.5010], [-0.1213, 0.4425, -0.6998], [0.0614, -0.0146, -0.0422], [-0.0288, -0.1392, 0.1671], [0.3538, 0.0509, -0.0770], [0.2448, 0.1276, 0.0877], [0.2507, -0.1612, -0.1114], [-0.2478, -0.1639, 0.2370], [-0.0664, 0.2303, -0.1649], [0.1786, -0.2528, -0.0267], [0.1586, 0.0402, -0.4659], [0.2844, 0.1478, -0.3299], [-0.2102, -0.8706, 0.4402], [-0.2947, -0.1331, -0.0021], [0.2575, -0.2825, 0.0989], [0.3342, 0.0008, -0.0286], [0.2043, 0.2656, 0.0073], [-0.3889, 0.1477, -0.0962]]}

How do the records compare in energy relative to the best compared isomer or geometry (same formula, charge and spin)? In the order shown, they have 125.4 0.0 kJ/mol.
How do the records compare in largest force on an atom? In the order shown, they have 4.25 7.97 eV/A.